No. 1
ORCA calculation (wB97M-V/def2-TZVPD) on one molecule with the formula C14H12ClN3O3S at a distorted geometry.

Properties
HOMO-LUMO gap	9.1	eV
calculated total energy	-48684.917	eV
molecular weight	337.79	g mol⁻¹
energy relative to the best compared isomer or geometry (same formula, charge and spin)	0.0	kJ/mol
E_LUMO	0.53	eV
SMILES	Cc1csc(NC(=O)CCn2c(=O)oc3ccc(Cl)cc32)n1

Each line ends with the natural charge from an NBO analysis.
Positions of all 34 atoms, in Å:
C -2.37063 0.01821 1.90664  -0.6371
C -1.97797 0.68149 0.63280  0.1594
C -2.06907 2.00859 0.36036  -0.4638
S -1.58795 2.34668 -1.26306  0.3744
C -1.29375 0.62195 -1.46072  0.2596
N -1.52806 -0.07880 -0.40573  -0.5228
N -0.87943 0.16005 -2.67772  -0.6401
C -0.37176 -1.06877 -3.05251  0.7044
O -0.22311 -1.31470 -4.22238  -0.5656
C 0.03225 -2.01097 -1.94157  -0.5378
H -0.63022 -1.90098 -1.08420  0.2670
C 1.48535 -1.70486 -1.53926  -0.2023
N 1.60115 -0.44640 -0.85036  -0.4535
C 1.36422 -0.19409 0.48147  0.2019
C 1.07019 -1.01197 1.55402  -0.2935
C 0.90417 -0.38365 2.78195  -0.0231
C 1.01828 0.99167 2.94021  -0.2548
C 1.31430 1.80820 1.85754  -0.2206
C 1.48800 1.19353 0.63853  0.2388
O 1.77871 1.75486 -0.57053  -0.4394
C 1.84047 0.75315 -1.49118  0.8772
O 2.06965 0.91050 -2.65506  -0.5962
H 1.40596 2.87577 1.96310  0.2373
H 0.87475 1.42593 3.91604  0.2331
Cl 0.52836 -1.35333 4.16068  0.0097
H 0.96615 -2.07904 1.45322  0.2367
H 2.10850 -1.64353 -2.43605  0.2465
H 1.86581 -2.49127 -0.88377  0.2141
H -0.01097 -3.02722 -2.33243  0.2420
H -0.94950 0.81738 -3.44710  0.4263
H -2.39379 2.79969 1.00363  0.2416
H -1.78963 -0.88803 2.04513  0.2301
H -2.21561 0.68557 2.74946  0.2235
H -3.42484 -0.25560 1.86883  0.2272

=====

No. 2
ORCA calculation (wB97M-V/def2-TZVPD) on C30H28BBr4Cl2F4N3O3SeSi2W as an isolated structure.

Properties
HOMO-LUMO gap	6.6	eV
calculated total energy	-441876.266	eV
molecular weight	1274.87	g mol⁻¹
energy relative to the best compared isomer or geometry (same formula, charge and spin)	14.5	kJ/mol
E_LUMO	-1.36	eV

Each line ends with the Löwdin charge.
Positions of all 79 atoms, in Å:
W 0.32298 -0.18286 -0.09278  1.5218
C -3.33661 -1.00200 0.38296  -0.2190
Si -2.27961 0.50457 -0.02369  0.5407
C -2.68064 1.91497 1.16837  -0.1737
C -2.98959 1.26129 -1.59329  -0.3032
C -4.33523 1.61565 -1.73241  -0.0920
C -4.75351 2.37140 -2.81479  -0.0884
C -3.82918 2.79232 -3.76735  -0.0870
C -2.49706 2.43495 -3.64293  -0.0827
C -2.07201 1.66475 -2.55719  -0.3062
Si -0.39165 0.86001 -2.41913  0.5854
C -0.58383 -0.58590 -3.60318  -0.1715
C 0.95045 2.05307 -2.95101  -0.1476
H -4.37401 -0.66708 0.48701  0.0300
H -3.04295 -1.51158 1.30100  -0.0073
H -3.30243 -1.72103 -0.43594  0.0063
H -3.75525 1.87972 1.37807  0.0423
H -2.48098 2.85463 0.65417  0.0409
H -2.13365 1.94623 2.10425  0.0004
H -5.06432 1.31460 -0.98624  0.0977
H -5.79650 2.64537 -2.91696  0.0984
H -4.15517 3.39406 -4.60680  0.0992
H -1.78978 2.75648 -4.40044  0.1006
H -0.85289 -0.16730 -4.57808  0.0428
H -1.41840 -1.21217 -3.28286  0.0072
H 0.30959 -1.19660 -3.71048  -0.0031
H 0.69531 2.38975 -3.96090  0.0384
H 1.94734 1.61731 -2.98791  0.0307
H 0.96626 2.92741 -2.30200  0.0266
Br 6.52640 -1.44090 -3.02329  0.7336
C 5.16267 -0.76214 -1.91645  -0.7431
C 5.48192 -0.06327 -0.74877  -0.7453
Br 7.27786 0.22959 -0.26500  0.7307
C 4.46500 0.41098 0.08014  -0.6357
Br 4.78838 1.28596 1.71186  0.8250
C 3.14191 0.18464 -0.26891  -0.3933
O 2.09008 0.57318 0.46130  -0.2762
C 2.82247 -0.48405 -1.44983  -0.3971
O 1.52408 -0.59794 -1.70100  -0.3212
C 3.83000 -0.97451 -2.26792  -0.6343
Br 3.30120 -1.93494 -3.79302  0.8161
Cl -2.11680 -3.85658 -2.30212  0.7695
C -0.61767 -4.01329 -1.47880  -0.5549
C 0.06194 -5.25246 -1.51729  -0.1003
C 1.23389 -5.43703 -0.84421  -0.5921
Cl 2.03174 -6.97133 -0.91213  0.7196
C 1.80971 -4.38901 -0.08114  -0.1524
C 2.99070 -4.44625 0.68539  0.0149
C 3.38375 -3.34154 1.39348  0.0009
C 2.62855 -2.16056 1.32365  -0.0968
N 1.54624 -2.07075 0.58208  -0.0164
C 1.12835 -3.16402 -0.09027  -0.1469
C -0.08264 -2.96512 -0.77935  -0.3163
O -0.64416 -1.75925 -0.64472  -0.3372
H -0.36937 -6.06155 -2.08933  0.1110
H 3.56645 -5.36125 0.71481  0.1041
H 4.27606 -3.35442 2.00267  0.1184
H 2.91702 -1.27661 1.87839  0.1082
F -0.46416 3.68260 -0.49806  0.1800
B 0.34851 3.33229 0.54200  -1.2008
F 0.11368 1.77539 0.71186  -0.2098
F -0.05640 3.82644 1.76153  0.1647
F 1.68067 3.48382 0.30487  0.1870
C -3.01547 0.11266 4.17900  -0.0141
N -1.81188 0.92806 4.25624  -0.1283
C -1.68849 2.10549 4.95792  -0.0220
C -0.45424 2.58767 4.70072  -0.0189
N 0.16357 1.69793 3.85407  -0.0881
C 1.55037 1.82011 3.41326  -0.0187
C -0.68099 0.69712 3.56511  -0.6275
Se -0.37800 -0.81158 2.50006  0.8289
H -3.70208 0.44767 4.95171  0.0978
H -2.76264 -0.93186 4.33892  0.0829
H -3.47414 0.22509 3.19806  0.0775
H -2.48798 2.49598 5.56046  0.1287
H 0.03578 3.48699 5.02643  0.1380
H 2.20068 1.77308 4.28528  0.1038
H 1.67563 2.76123 2.88658  0.0922
H 1.77521 1.00620 2.73430  0.0265

=====

No. 3
ORCA calculation (wB97M-V/def2-TZVPD) on one molecule with the formula C3H4N2O3 at a distorted geometry.

Properties
HOMO-LUMO gap	8.9	eV
calculated total energy	-12294.767	eV
molecular weight	116.08	g mol⁻¹
energy relative to the best compared isomer or geometry (same formula, charge and spin)	408.0	kJ/mol
E_LUMO	0.57	eV
SMILES	Nc1co/c(=N\O)o1

Each line ends with the natural charge from an NBO analysis.
Positions of all 12 atoms, in Å:
C -1.55983 -0.01939 -0.04728  0.4188
C -1.07732 1.18940 0.09136  -0.0901
C 0.70214 -0.19565 0.04051  0.7625
H -3.02042 -1.39338 -0.38058  0.4112
H -3.53467 0.22545 -0.03086  0.4038
H -1.55453 2.15446 0.04791  0.2166
H 3.24756 0.50892 0.51382  0.4608
N -2.80739 -0.49914 0.00448  -0.8104
N 1.89150 -0.72120 0.28879  -0.3101
O 0.36569 1.11040 -0.03249  -0.4581
O 2.98108 -0.02268 -0.27786  -0.5534
O -0.48635 -0.93762 -0.02849  -0.4516

=====

No. 4
ORCA calculation (wB97M-V/def2-TZVPD) on a 2-piece molecular cluster, C5H11NO overall at a distorted geometry.

Properties
HOMO-LUMO gap (alpha / beta)	3.4 / 7.1	eV
calculated total energy	-8897.854	eV
net charge	-1
molecular weight	101.15	g mol⁻¹
energy relative to the best compared isomer or geometry (same formula, charge and spin)	222.7	kJ/mol
E_LUMO (alpha / beta)	3.92 / 3.90	eV
⟨S²⟩	0.754
spin multiplicity	2

Each line ends with the natural charge from an NBO analysis.
Positions of all 18 atoms, in Å:
C 0.19225 2.43620 1.59511  -0.6381
C 0.05148 1.47920 0.64863  0.0497
N 0.88393 1.29405 -0.41628  -0.6027
C 0.68320 0.35865 -1.53202  -0.2687
C -0.94130 -1.57215 -1.96942  -0.7349
C -0.06398 -0.88901 -1.10280  -0.4681
H 0.87108 3.24588 1.35060  0.1670
H -0.46046 2.48973 2.44687  0.1892
H -0.66100 0.65893 0.73382  0.2098
H 1.38462 2.14423 -0.65998  0.3498
H 1.68584 0.07075 -1.89262  0.1381
H 0.11714 0.82600 -2.32884  0.1628
H -0.89403 -2.65511 -2.14602  0.1428
H -1.31859 -1.12313 -2.90101  0.1441
H 0.51065 -1.38689 -0.33075  0.1631
H -0.58991 -1.73827 2.78070  0.4674
H -1.21546 -2.47950 1.57452  0.4869
O -0.60514 -2.58067 2.32126  -0.9580

=====

Look up the calculated total energy of the fourth one.
-8897.854 eV

=====

Among the records above, which one has the lowest energy relative to the best compared isomer or geometry (same formula, charge and spin)?
C14H12ClN3O3S

=====

What is the formula in the second record?
C30H28BBr4Cl2F4N3O3SeSi2W

=====

Repeat the third record exactly.
ORCA calculation (wB97M-V/def2-TZVPD) on one molecule with the formula C3H4N2O3 at a distorted geometry.

Properties
HOMO-LUMO gap	8.9	eV
calculated total energy	-12294.767	eV
molecular weight	116.08	g mol⁻¹
energy relative to the best compared isomer or geometry (same formula, charge and spin)	408.0	kJ/mol
E_LUMO	0.57	eV
SMILES	Nc1co/c(=N\O)o1

Each line ends with the natural charge from an NBO analysis.
Positions of all 12 atoms, in Å:
C -1.55983 -0.01939 -0.04728  0.4188
C -1.07732 1.18940 0.09136  -0.0901
C 0.70214 -0.19565 0.04051  0.7625
H -3.02042 -1.39338 -0.38058  0.4112
H -3.53467 0.22545 -0.03086  0.4038
H -1.55453 2.15446 0.04791  0.2166
H 3.24756 0.50892 0.51382  0.4608
N -2.80739 -0.49914 0.00448  -0.8104
N 1.89150 -0.72120 0.28879  -0.3101
O 0.36569 1.11040 -0.03249  -0.4581
O 2.98108 -0.02268 -0.27786  -0.5534
O -0.48635 -0.93762 -0.02849  -0.4516